(A)
DFT (the ωB97M-V functional and the def2-TZVPD basis) results for a 9-piece molecular cluster, BrH16O8 overall.

```
25
Properties=species:S:1:pos:R:3:mulliken_charge:R:1
Br -26.432 17.452 -12.256 -0.859
O -26.928 15.287 -14.732 -0.666
H -27.896 15.181 -14.886 0.293
H -26.809 16.122 -14.274 0.273
O -23.024 17.532 -11.838 -0.501
H -22.406 17.424 -11.133 0.235
H -23.912 17.418 -11.562 0.289
O -27.530 14.092 -12.268 -0.634
H -27.333 14.802 -12.820 0.223
H -27.499 14.517 -11.391 0.434
O -24.720 19.852 -13.822 -0.581
H -25.366 19.428 -13.312 0.240
H -24.542 20.731 -13.507 0.268
O -24.111 14.862 -12.581 -0.631
H -24.834 15.440 -12.848 0.364
H -24.539 13.998 -12.309 0.310
O -24.259 17.002 -15.186 -0.550
H -24.706 17.633 -14.639 0.325
H -23.758 17.546 -15.763 0.260
O -27.347 15.772 -9.544 -0.599
H -27.423 16.213 -8.696 0.289
H -26.998 16.392 -10.149 0.255
O -26.094 19.803 -9.651 -0.619
H -25.190 19.563 -9.576 0.311
H -26.269 19.504 -10.472 0.270
```

Computed properties:
HOMO level ... -6.06 eV
Charge ... -1
Molar mass ... 224.024 g/mol
LUMO ... 3.1 eV
Frontier orbital gap ... 9.17 eV


(B)
DFT (the ωB97M-V functional and the def2-TZVPD basis) results for a 9-piece molecular cluster, BrH16O8 overall.

```
25
Properties=species:S:1:pos:R:3:mulliken_charge:R:1
Br 0.136 0.001 -0.060 -0.984
O 3.123 -0.961 -1.997 -0.660
H 3.355 -1.260 -1.109 0.388
H 2.183 -0.755 -1.939 0.291
O -3.209 0.949 -0.784 -0.656
H -2.288 1.085 -0.520 0.322
H -3.239 1.205 -1.709 0.285
O 0.920 3.098 -0.395 -0.590
H 0.809 2.135 -0.267 0.302
H 1.602 3.174 -1.067 0.281
O 3.106 -1.034 0.940 -0.651
H 2.261 -0.583 0.757 0.288
H 3.126 -1.135 1.895 0.285
O -0.845 2.445 2.197 -0.628
H -0.603 1.892 1.442 0.327
H -0.633 3.338 1.911 0.315
O 0.136 -3.086 1.614 -0.632
H 1.059 -3.355 1.624 0.308
H 0.141 -2.234 1.155 0.338
O -2.831 -0.184 1.911 -0.628
H -1.907 -0.332 1.661 0.258
H -3.245 0.201 1.137 0.416
O -1.301 -1.839 -2.776 -0.620
H -0.883 -1.483 -3.564 0.294
H -0.973 -1.283 -2.055 0.352
```

Computed properties:
HOMO level ... -6.82 eV
Charge ... -1
Molar mass ... 224.024 g/mol
LUMO ... 3.1 eV
Frontier orbital gap ... 9.92 eV


(B) is the most stable structure; the next one sits 23.2 kcal/mol above it.


(A)
DFT (the ωB97M-V functional and the def2-TZVPD basis) results for an isolated ion of composition C7H12N2 and charge +2.

```
21
Properties=species:S:1:pos:R:3:mulliken_charge:R:1
C 1.367 -1.974 0.237 -0.191
C 2.028 -0.805 0.075 -0.408
C -0.805 -1.267 -0.173 0.329
C -2.741 0.116 0.646 -0.932
C -1.755 -0.402 -0.364 -0.329
C 0.864 0.817 1.118 -0.309
C 1.695 1.313 -1.174 -0.807
N 0.044 -2.254 0.026 -0.016
N 1.399 0.464 0.021 0.038
H 1.953 -2.982 0.369 0.397
H 3.064 -0.663 0.115 0.534
H -2.444 1.211 0.697 0.301
H -3.684 -0.018 0.113 0.365
H -1.972 -0.243 -1.366 0.485
H -2.671 -0.287 1.692 0.348
H 0.621 0.100 1.828 0.434
H 0.284 1.783 1.061 0.355
H 0.860 2.066 -1.432 0.336
H 2.517 1.985 -0.859 0.402
H 1.917 0.654 -2.042 0.350
H -0.371 -3.172 -0.049 0.315
```

Computed properties:
HOMO level ... -18.91 eV
Charge ... +2
Molar mass ... 124.187 g/mol
LUMO ... -9.6 eV
Frontier orbital gap ... 9.29 eV


(B)
DFT (the ωB97M-V functional and the def2-TZVPD basis) results for a 2-piece molecular cluster, C7H12N2 overall.

```
21
Properties=species:S:1:pos:R:3:mulliken_charge:R:1
C 2.569 1.226 0.254 -0.402
C 2.765 -0.116 0.094 -0.338
C 0.566 0.367 0.014 0.245
C -1.749 0.322 -0.037 0.683
C -2.029 1.153 1.014 -0.933
C -2.461 -0.518 -0.877 -0.922
C 1.211 -2.007 -0.376 -0.858
N 1.240 1.508 0.126 -0.045
N 1.406 -0.655 -0.091 0.192
H 3.325 1.965 0.315 0.419
H 3.741 -0.550 0.069 0.425
H -3.126 1.560 1.053 0.390
H -1.410 2.091 0.801 0.317
H -2.069 0.788 2.086 0.383
H -1.930 -1.225 -1.393 0.338
H -3.204 0.012 -1.472 0.406
H -3.261 -1.065 -0.189 0.413
H 0.195 -2.432 -0.203 0.318
H 1.477 -2.216 -1.511 0.354
H 1.802 -2.702 0.281 0.325
H 0.941 2.495 0.040 0.290
```

Computed properties:
HOMO level ... -17.80 eV
Charge ... +2
Molar mass ... 124.187 g/mol
LUMO ... -10.8 eV
Frontier orbital gap ... 6.96 eV


(A) is the most stable structure; the next one sits 36.5 kcal/mol above it.